Record 1
C4H18N2O7 | wB97M-V/def2-TZVPD

The geometry in XYZ format:
```
31
C4H18N2O7 (wB97M-V/def2-TZVPD)
C 3.321 -1.678 0.525
N 2.121 -1.951 -0.064
C 1.264 -0.869 -0.551
C 0.592 -0.052 0.547
N 0.904 1.296 0.580
C 1.694 2.006 -0.411
O -0.077 -0.592 1.400
O 4.008 -2.574 0.971
H 3.588 -0.613 0.543
H 1.816 -2.891 -0.188
H 1.931 -0.317 -1.187
H 0.438 -1.303 -1.101
H 0.672 1.850 1.388
H 1.643 1.496 -1.360
H 1.343 3.026 -0.570
H 2.766 2.123 -0.213
H -1.763 -2.457 -0.126
H -0.585 -2.453 0.796
O -1.018 -3.003 0.151
H -3.383 -0.586 -2.655
H -3.181 0.189 -1.445
O -2.848 -0.632 -1.853
H -1.640 0.890 -2.273
H -0.270 1.319 -1.932
O -0.996 1.579 -2.506
H -1.558 2.207 -0.176
H -2.397 2.094 1.008
O -2.117 1.555 0.268
H -1.307 0.217 3.387
H -2.798 -0.141 3.228
O -2.163 0.264 3.818
```

**DFT total energy**: -799.409296 Eh
**Lowest unoccupied orbital energy**: 0.0 eV
**HOMO**: -9.9 eV
**ΔE to the lowest compared entry with this formula, charge and spin**: 2.331 eV
**SMILES**: CNC(=O)CNC=O.O.O.O.O.O

Record 2
C4H18N3O3 | wB97M-V/def2-TZVPD

The geometry in XYZ format:
```
28
C4H18N3O3 (wB97M-V/def2-TZVPD)
C -0.133 -1.864 0.827
C -0.721 -2.428 -0.483
C -0.683 -1.584 -1.800
N -0.596 1.992 -1.249
C -0.885 0.730 -1.149
N -0.146 -0.214 -1.794
N 1.232 -1.222 0.822
H -0.111 -2.599 1.620
H -0.771 -1.021 1.111
H -0.176 -3.333 -0.634
H -1.749 -2.590 -0.305
H 0.038 -2.139 -2.360
H -1.600 -1.605 -2.386
H 0.096 2.245 -1.962
H -1.659 0.408 -0.454
H 0.093 0.107 -2.727
H 2.033 -1.819 0.577
H 1.330 -0.401 0.202
H 1.391 -0.801 1.729
H 2.380 1.895 0.611
H 2.720 1.286 -0.756
O 2.474 1.060 0.151
H -1.998 3.373 2.212
H -1.683 3.251 0.676
O -1.830 2.756 1.499
H 0.787 1.559 2.654
H -0.252 1.801 1.514
O 0.414 1.155 1.856
```

**2S+1**: 2
**Net charge**: +2
**DFT total energy**: -552.490572 Eh
**Lowest unoccupied orbital energy (spin up / spin down)**: -7.9 / -12.3 eV
**HOMO (spin up / spin down)**: -18.2 / -18.2 eV

Record 3
C4H18NO5 | wB97M-V/def2-TZVPD

The geometry in XYZ format:
```
28
C4H18NO5 (wB97M-V/def2-TZVPD)
O 0.355 2.314 0.422
C -0.405 1.673 1.131
C -0.860 0.356 0.480
N -0.792 0.109 -0.981
C 0.648 0.049 -1.399
C -2.291 0.141 0.961
H -0.695 1.816 2.176
H -0.143 -0.331 0.930
H -1.070 -0.864 -1.220
H -1.302 0.866 -1.562
H 0.935 1.160 -1.683
H 0.838 -0.569 -2.283
H 1.249 -0.396 -0.519
H -3.013 0.627 0.397
H -2.499 0.408 1.968
H -2.521 -0.923 0.956
H 2.685 0.076 3.006
H 2.892 1.135 2.149
O 2.790 0.172 2.095
H 0.266 2.689 -3.319
H -0.075 2.928 -1.885
O -0.319 2.485 -2.640
H 1.857 -2.516 1.817
H 2.557 -2.149 0.468
O 1.799 -2.523 0.805
H -1.409 -3.429 -1.120
H -0.267 -2.784 -0.429
O -1.210 -2.519 -0.721
```

**2S+1**: 2
**Net charge**: +2
**DFT total energy**: -593.362340 Eh
**Lowest unoccupied orbital energy (spin up / spin down)**: -10.1 / -13.6 eV
**HOMO (spin up / spin down)**: -18.2 / -18.2 eV
**ΔE to the lowest compared entry with this formula, charge and spin**: 1.164 eV

Record 4
C4H18NO7 | wB97M-V/def2-TZVPD

The geometry in XYZ format:
```
30
C4H18NO7 (wB97M-V/def2-TZVPD)
C 0.734 2.448 0.727
N 0.346 1.854 2.014
C -1.108 1.655 2.069
C 1.038 0.675 2.325
C 1.083 -0.511 1.164
O 1.974 -0.245 0.360
O 0.320 -1.483 1.202
H 0.181 3.391 0.685
H 0.463 1.890 -0.168
H 1.770 2.760 0.839
H -1.427 1.197 3.001
H -1.512 1.078 1.251
H -1.532 2.649 2.132
H 2.093 0.872 2.336
H 0.557 0.219 3.183
H 2.145 -2.342 -1.195
H 0.831 -2.285 -0.558
O 1.333 -2.869 -1.152
H 2.121 0.192 -2.607
H 1.116 -0.768 -3.123
O 1.752 -0.120 -3.442
H -2.633 -1.798 0.569
H -1.471 -0.867 0.942
O -2.436 -0.921 0.932
H -1.099 0.646 -3.032
H -0.867 -0.428 -1.818
O -0.902 -0.247 -2.757
H -2.735 -0.046 -0.615
H -3.191 -0.168 -2.094
O -3.077 0.474 -1.362
```

**2S+1**: 2
**DFT total energy**: -744.553376 Eh
**Lowest unoccupied orbital energy (spin up / spin down)**: 0.2 / -3.9 eV
**HOMO (spin up / spin down)**: -10.3 / -10.3 eV
**ΔE to the lowest compared entry with this formula, charge and spin**: 0.000 eV

Record 5
C4H18NO8 | wB97M-V/def2-TZVPD

The geometry in XYZ format:
```
31
C4H18NO8 (wB97M-V/def2-TZVPD)
O -1.668 0.330 2.657
C -1.549 -0.802 2.183
C -0.752 -0.945 0.896
C 0.759 -0.710 0.868
C 1.511 -1.610 1.759
O 0.911 -2.140 2.703
O 2.681 -1.957 1.437
N -1.323 -0.195 -0.189
H -1.849 -1.611 2.792
H -0.904 -2.061 0.645
H 1.034 0.298 1.141
H 1.070 -0.797 -0.163
H 1.198 -2.137 3.645
H -0.970 -0.433 -1.147
H -2.397 -0.049 -0.336
H -0.961 0.818 -0.115
H 1.279 2.132 -1.153
H 1.549 0.770 -1.613
O 0.901 1.186 -1.134
H -0.335 3.486 -1.468
H -1.313 3.939 -0.279
O -0.863 3.130 -0.779
H 1.020 -0.845 -2.220
H 0.314 -1.772 -3.425
O 0.145 -1.213 -2.713
H -3.479 1.528 1.006
H -2.418 2.457 0.321
O -2.585 1.645 0.647
H 3.244 -0.870 -2.797
H 3.112 -0.953 -1.250
O 2.637 -0.622 -1.917
```

**Net charge**: +1
**DFT total energy**: -819.547968 Eh
**Lowest unoccupied orbital energy**: -2.9 eV
**HOMO**: -13.4 eV
**ΔE to the lowest compared entry with this formula, charge and spin**: 3.392 eV

Record 6
C4H18O7 | wB97M-V/def2-TZVPD

The geometry in XYZ format:
```
29
C4H18O7 (wB97M-V/def2-TZVPD)
O -2.495 0.924 -0.105
H -2.366 1.854 0.083
H -1.832 0.479 0.423
O -0.908 -0.171 0.903
H -0.643 -0.449 1.780
H -0.501 -0.808 0.316
O 0.215 -1.303 2.414
H 0.118 -1.062 3.335
H 1.036 -1.794 2.380
C 0.921 2.011 0.339
C -0.223 2.350 1.361
O 0.288 2.381 2.646
O 1.723 3.111 0.122
H 0.494 1.701 -0.615
H 1.431 1.141 0.752
H -0.962 1.549 1.382
H -0.821 3.235 1.148
H 0.821 3.175 2.734
H 2.618 2.765 0.141
C 0.248 -2.397 -2.806
C -0.618 -2.061 -1.523
O 0.016 -1.207 -0.564
O 1.487 -3.076 -2.513
H 0.413 -1.427 -3.276
H -0.246 -2.998 -3.569
H -0.883 -2.967 -0.977
H -1.483 -1.571 -1.970
H 0.151 -0.373 -1.019
H 2.001 -3.013 -3.322
```

**DFT total energy**: -689.671661 Eh
**Lowest unoccupied orbital energy**: 0.3 eV
**HOMO**: -9.2 eV
**ΔE to the lowest compared entry with this formula, charge and spin**: 6.592 eV

Record 7
C4H19FeN4O6 | wB97M-V/def2-TZVPD

The geometry in XYZ format:
```
34
C4H19FeN4O6 (wB97M-V/def2-TZVPD)
Fe 16.909 17.745 -22.036
C 15.516 19.133 -18.932
C 15.011 17.869 -19.597
O 15.127 17.734 -20.978
H 15.286 20.024 -19.516
H 16.595 19.048 -18.797
H 15.265 19.203 -17.874
H 13.965 17.849 -19.292
H 15.561 17.027 -19.178
C 16.992 14.404 -22.327
O 17.028 15.646 -22.398
N 17.797 13.643 -22.944
N 16.171 13.897 -21.511
H 17.924 12.675 -22.685
H 18.659 14.084 -23.231
H 15.852 12.941 -21.459
H 15.699 14.553 -20.905
C 18.258 20.747 -21.631
O 17.482 19.797 -21.678
N 18.143 21.911 -22.284
N 19.292 20.893 -20.805
H 17.325 22.024 -22.866
H 18.651 22.680 -21.870
H 20.111 21.419 -21.075
H 19.468 20.140 -20.155
O 18.100 17.298 -20.409
H 18.737 17.955 -20.127
H 18.206 16.578 -19.788
O 18.713 17.569 -23.113
H 19.523 17.723 -22.625
H 19.001 17.409 -24.011
O 16.087 18.518 -23.726
H 15.795 19.326 -24.148
H 15.819 17.823 -24.327
```

**2S+1**: 6
**DFT total energy**: -2097.927037 Eh
**Lowest unoccupied orbital energy (spin up / spin down)**: 0.4 / 0.2 eV
**HOMO (spin up / spin down)**: -2.8 / -7.3 eV
**ΔE to the lowest compared entry with this formula, charge and spin**: 0.085 eV

Record 8
C4H19N3O3 | wB97M-V/def2-TZVPD

The geometry in XYZ format:
```
29
C4H19N3O3 (wB97M-V/def2-TZVPD)
C 0.775 -1.259 -0.338
C 1.050 -0.167 -1.391
C -0.177 0.446 -1.963
N -0.489 3.296 -2.286
C -1.008 2.673 -1.253
N -0.880 1.384 -1.018
N 1.528 -1.054 0.974
H -0.286 -1.406 0.002
H 0.977 -2.247 -0.756
H 1.824 0.569 -1.055
H 1.662 -0.598 -2.233
H -0.908 -0.306 -2.265
H 0.113 1.027 -2.825
H -0.863 4.225 -2.430
H 0.202 2.948 -2.927
H -1.545 3.173 -0.408
H -1.316 0.938 -0.214
H 2.524 -1.150 0.811
H 1.228 -1.898 1.531
H 1.223 -0.188 1.420
H 2.087 -0.657 4.118
H 0.771 -1.314 3.927
O 1.581 -1.120 3.432
H 0.259 -4.340 2.455
H -0.051 -4.375 0.909
O 0.135 -3.805 1.658
H -3.459 2.481 1.098
H -3.780 0.995 0.454
O -3.175 1.728 0.575
```

**Net charge**: +2
**DFT total energy**: -553.229551 Eh
**Lowest unoccupied orbital energy**: -5.9 eV
**HOMO**: -17.9 eV
**ΔE to the lowest compared entry with this formula, charge and spin**: 0.000 eV